1.
# C4H3N3S

The molecule C4H3N3S at a distorted geometry (ωB97M-V/def2-TZVPD, the Open Molecules 2025 dataset).

```
11
Properties=species:S:1:pos:R:3:mulliken_charge:R:1
S 2.14 -0.47 0.00 -0.236
N -0.26 -1.50 0.00 -0.486
N -1.58 1.07 0.00 -0.464
N 0.42 2.13 0.00 -0.544
C -1.52 -1.35 -0.01 -0.032
C -2.21 -0.05 0.00 0.041
C 0.52 -0.31 0.01 0.328
C -0.17 1.01 -0.01 0.373
H -2.14 -2.23 -0.01 0.404
H -3.32 -0.03 0.02 0.365
H 1.44 2.00 0.00 0.250
```

## Properties
* lowest unoccupied orbital energy: -2.346 eV
* M: 125.16 g/mol
* structure (SMILES): [H]/N=C1/N=CC=NC1=S
* HOMO: -9.482 eV
* total energy: -716.6150 Ha

***

2.
# C4H3N3S

A cluster of 3 separate species, C4H3N3S in total at a distorted geometry (ωB97M-V/def2-TZVPD, the Open Molecules 2025 dataset).

```
11
Properties=species:S:1:pos:R:3:mulliken_charge:R:1
S -0.69 2.13 -0.20 -0.066
N 4.23 0.29 -0.03 -0.439
N -1.65 -1.85 -0.04 -0.627
N -1.53 0.52 -0.40 -0.387
C 1.69 -0.20 -0.35 0.034
C -1.03 -0.68 -0.28 0.401
C 0.51 -0.67 -0.36 0.513
C 3.07 -0.02 -0.28 -0.114
H -2.64 -1.66 0.32 0.193
H 0.67 1.65 1.05 0.132
H -2.62 0.49 0.57 0.360
```

## Properties
* lowest unoccupied orbital energy: -1.367 eV
* M: 125.16 g/mol
* HOMO: -9.671 eV
* total energy: -716.3806 Ha

***

3.
# C4H3N5S

The molecule C4H3N5S at a distorted geometry (ωB97M-V/def2-TZVPD, the Open Molecules 2025 dataset).

```
13
Properties=species:S:1:pos:R:3:mulliken_charge:R:1
S 1.18 -0.95 -2.55 0.025
N 0.44 0.56 -2.86 -0.420
N -1.18 1.54 1.05 -0.410
N -0.02 1.05 -1.83 -0.218
N 0.98 -1.86 0.00 -0.645
N -0.26 -0.48 1.49 -0.588
C 0.79 -0.89 -0.94 0.671
C -0.43 0.50 0.61 0.305
C 0.19 0.34 -0.69 0.447
C 0.37 -1.56 1.18 -0.083
H -1.34 2.41 0.50 0.252
H 0.51 -2.22 2.01 0.404
H -1.25 1.58 2.03 0.261
```

## Properties
* lowest unoccupied orbital energy: 0.027 eV
* M: 153.17 g/mol
* structure (SMILES): Nc1ncnc2snnc12
* HOMO: -9.380 eV
* total energy: -826.1857 Ha

***

4.
# C4H3NO

The molecule C4H3NO at a distorted geometry (ωB97M-V/def2-TZVPD, the Open Molecules 2025 dataset).

```
9
Properties=species:S:1:pos:R:3:mulliken_charge:R:1
O 0.30 0.00 2.30 -0.302
N -1.00 2.49 -0.26 -0.370
C -0.04 0.15 1.22 0.435
C -0.49 1.74 0.43 0.139
C -0.24 -0.56 -0.02 -0.172
C 0.65 -0.97 -0.91 -0.604
H 1.69 -0.85 -0.80 0.272
H -1.29 -0.81 -0.04 0.311
H 0.44 -1.19 -1.92 0.290
```

## Properties
* lowest unoccupied orbital energy: 0.014 eV
* M: 81.07 g/mol
* structure (SMILES): C=CC(=O)C#N
* HOMO: -10.851 eV
* total energy: -284.1028 Ha

***

5.
# C4H3NO

The molecule C4H3NO at a distorted geometry (ωB97M-V/def2-TZVPD, the Open Molecules 2025 dataset).

```
9
Properties=species:S:1:pos:R:3:mulliken_charge:R:1
O 1.47 -0.72 -0.46 -0.508
N 0.22 -0.25 2.69 -0.348
C -1.62 0.41 -1.21 -0.257
C -0.73 0.14 -0.44 -0.429
C 0.39 -0.03 1.57 0.147
C 0.59 0.19 0.15 0.397
H -2.38 0.64 -1.88 0.419
H 1.04 -1.58 -0.43 0.369
H 1.03 1.19 0.00 0.210
```

## Properties
* lowest unoccupied orbital energy: 0.448 eV
* M: 81.07 g/mol
* structure (SMILES): C#C[C@H](O)C#N
* HOMO: -11.115 eV
* total energy: -284.1094 Ha

***

6.
# C4H3NO

A cluster of 2 separate species, C4H3NO in total at a distorted geometry (ωB97M-V/def2-TZVPD, the Open Molecules 2025 dataset).

```
9
Properties=species:S:1:pos:R:3:mulliken_charge:R:1
O 0.73 0.17 1.82 -0.340
N 0.31 -2.68 -0.33 -0.412
C -0.77 1.73 -1.05 -0.425
C -0.94 2.50 -0.15 -0.348
C 0.53 -0.74 1.07 0.537
C 0.85 -1.79 0.35 -0.080
H -0.97 3.39 0.38 0.381
H -0.68 0.86 -1.70 0.395
H 0.93 -3.44 -0.38 0.292
```

## Properties
* lowest unoccupied orbital energy: -1.206 eV
* M: 81.07 g/mol
* structure (SMILES): N=C=C=O.C#C
* HOMO: -8.830 eV
* total energy: -284.0191 Ha

***

7.
# C4H3NO

The molecule C4H3NO at a distorted geometry (ωB97M-V/def2-TZVPD, the Open Molecules 2025 dataset).

```
9
Properties=species:S:1:pos:R:3:mulliken_charge:R:1
O -1.04 1.17 -0.64 -0.503
N -1.69 -1.63 1.43 -0.393
C 1.01 0.07 -0.11 -0.539
C 2.21 0.15 -0.18 0.164
C -1.12 -0.78 0.89 -0.064
C -0.46 -0.03 -0.20 0.473
H -1.53 1.63 0.06 0.351
H -0.75 -0.86 -0.88 0.106
H 3.28 0.18 -0.25 0.406
```

## Properties
* lowest unoccupied orbital energy: 0.359 eV
* M: 81.07 g/mol
* structure (SMILES): C#C[C@H](O)C#N
* HOMO: -10.837 eV
* total energy: -284.0991 Ha

***

8.
# C4H3NO

The molecule C4H3NO at a distorted geometry (ωB97M-V/def2-TZVPD, the Open Molecules 2025 dataset).

```
9
Properties=species:S:1:pos:R:3:mulliken_charge:R:1
O 2.27 -0.12 -0.02 -0.509
N -1.13 -0.90 -0.01 -0.476
C -1.11 0.55 -0.01 -0.309
C 0.12 1.07 0.00 -0.435
C 1.05 -0.11 0.01 0.824
C 0.07 -1.30 0.02 -0.248
H 0.46 2.08 0.06 0.405
H 0.32 -2.37 -0.01 0.369
H -2.05 1.10 -0.03 0.379
```

## Properties
* lowest unoccupied orbital energy: -1.261 eV
* M: 81.07 g/mol
* structure (SMILES): O=C1C=CN=C1
* HOMO: -10.072 eV
* total energy: -284.1607 Ha

***

9.
# C4H3NO

A cluster of 2 separate species, C4H3NO in total at a distorted geometry (ωB97M-V/def2-TZVPD, the Open Molecules 2025 dataset).

```
9
Properties=species:S:1:pos:R:3:mulliken_charge:R:1
O 0.02 -0.73 -2.49 -0.331
N 0.27 -0.26 2.35 -0.275
C 0.48 0.18 -1.91 0.059
C 0.75 0.49 1.35 -0.224
C -0.47 0.55 0.58 -0.103
C -0.58 -0.65 1.33 -0.110
H -0.70 -1.67 1.00 0.232
H 1.27 0.87 -2.18 0.282
H -1.02 1.22 -0.04 0.471
```

## Properties
* lowest unoccupied orbital energy (spin up / spin down): -0.492 / -0.100 eV
* M: 81.07 g/mol
* HOMO (spin up / spin down): -8.466 / -8.680 eV
* total energy: -283.9250 Ha

***

10.
# C4H3NO

The molecule C4H3NO at a distorted geometry (ωB97M-V/def2-TZVPD, the Open Molecules 2025 dataset).

```
9
Properties=species:S:1:pos:R:3:mulliken_charge:R:1
O 1.29 0.02 -1.15 -0.515
N -1.05 2.39 -0.63 -0.357
C -0.64 1.31 -0.64 0.155
C -0.27 -1.24 1.73 0.125
C -0.03 -0.05 -0.66 0.228
C -0.15 -0.69 0.66 -0.619
H -0.38 -1.73 2.67 0.409
H 1.79 0.63 -0.59 0.367
H -0.58 -0.65 -1.39 0.206
```

## Properties
* lowest unoccupied orbital energy: 0.573 eV
* M: 81.07 g/mol
* structure (SMILES): C#C[C@H](O)C#N
* HOMO: -11.108 eV
* total energy: -284.1179 Ha

***

11.
# C4H3NO

The molecule C4H3NO at a distorted geometry (ωB97M-V/def2-TZVPD, the Open Molecules 2025 dataset).

```
9
Properties=species:S:1:pos:R:3:mulliken_charge:R:1
O -0.06 -0.65 1.42 -0.501
N 2.07 -0.97 -1.22 -0.366
C -0.18 -0.40 0.05 0.187
C -0.82 0.99 -0.33 0.052
C 1.08 -0.68 -0.68 0.188
C 0.10 1.84 -0.02 -0.575
H 0.59 -0.05 1.80 0.395
H -0.92 -1.11 -0.32 0.250
H -1.84 1.04 -0.70 0.370
```

## Properties
* lowest unoccupied orbital energy: -1.080 eV
* M: 81.07 g/mol
* HOMO: -11.244 eV
* total energy: -284.0386 Ha

***

12.
# C4H3NO2

The molecule C4H3NO2 (ωB97M-V/def2-TZVPD, the Open Molecules 2025 dataset).

```
10
Properties=species:S:1:pos:R:3:mulliken_charge:R:1
O -0.13 -0.27 1.04 -0.286
O -2.40 1.72 -0.01 -0.406
N 0.50 0.32 -1.01 -0.499
C -0.45 0.32 -0.13 0.602
C 1.16 -0.67 0.87 -0.096
C 1.55 -0.31 -0.37 -0.320
C -1.89 0.68 -0.36 -0.042
H -2.47 -0.11 -0.87 0.288
H 1.62 -1.19 1.70 0.390
H 2.50 -0.48 -0.87 0.369
```

## Properties
* lowest unoccupied orbital energy: 0.490 eV
* M: 97.07 g/mol
* structure (SMILES): O=Cc1ncco1
* HOMO: -9.914 eV
* total energy: -359.4185 Ha

***

13.
# C4H3NO2

A cluster of 2 separate species, C4H3NO2 in total at a distorted geometry (ωB97M-V/def2-TZVPD, the Open Molecules 2025 dataset).

```
10
Properties=species:S:1:pos:R:3:mulliken_charge:R:1
O 1.61 0.30 0.53 -0.540
O 1.25 -2.68 0.77 -0.200
N -1.88 0.84 1.13 -0.468
C 1.10 0.46 -0.58 0.037
C -1.16 0.67 0.18 0.594
C 0.64 -1.78 0.46 0.118
C -0.33 0.63 -0.84 -0.579
H -2.34 0.02 1.50 0.307
H -0.73 0.77 -1.83 0.388
H 1.72 0.68 -1.46 0.343
```

## Properties
* lowest unoccupied orbital energy: 0.174 eV
* M: 97.07 g/mol
* HOMO: -9.794 eV
* total energy: -359.3779 Ha

***

14.
# C4H3NO2

The molecule C4H3NO2 at a distorted geometry (ωB97M-V/def2-TZVPD, the Open Molecules 2025 dataset).

```
10
Properties=species:S:1:pos:R:3:mulliken_charge:R:1
O -2.72 0.70 0.24 -0.461
O -0.18 1.89 -0.12 -0.483
N -0.65 -0.37 -0.07 -0.124
C 1.62 0.38 0.08 -0.394
C -2.09 -0.33 -0.05 0.122
C 0.20 0.73 0.02 0.090
C 2.79 0.03 0.11 0.342
H -2.50 -1.42 -0.23 0.258
H 3.77 -0.34 0.14 0.420
H -0.23 -1.28 -0.11 0.230
```

## Properties
* lowest unoccupied orbital energy: -0.132 eV
* M: 97.07 g/mol
* structure (SMILES): C#CC(=O)NC=O
* HOMO: -10.305 eV
* total energy: -359.3821 Ha

***

15.
# C4H3NO2

The molecule C4H3NO2 at a distorted geometry (ωB97M-V/def2-TZVPD, the Open Molecules 2025 dataset).

```
10
Properties=species:S:1:pos:R:3:mulliken_charge:R:1
O -1.32 0.73 -0.15 -0.399
O 2.13 -0.06 -0.02 -0.168
N 1.31 -1.27 -0.08 -0.432
C 1.27 1.08 -0.12 -0.579
C 0.14 -0.86 -0.18 0.362
C -1.37 -0.66 0.01 -0.222
C 0.03 0.56 -0.06 0.593
H -1.59 -0.47 1.28 0.210
H -2.25 -1.14 -0.73 0.240
H 1.65 2.08 0.06 0.394
```

## Properties
* lowest unoccupied orbital energy: 0.499 eV
* M: 97.07 g/mol
* HOMO: -9.458 eV
* total energy: -359.2235 Ha

***

16.
# C4H3NO2

A cluster of 2 separate species, C4H3NO2 in total at a distorted geometry (ωB97M-V/def2-TZVPD, the Open Molecules 2025 dataset).

```
10
Properties=species:S:1:pos:R:3:mulliken_charge:R:1
O 0.26 0.29 0.04 -0.366
O -2.07 -4.66 1.21 -0.454
N 1.03 -0.97 1.72 -0.366
C -0.91 0.40 -0.10 -0.116
C -1.25 -3.86 1.42 0.829
C 0.41 -1.98 1.57 0.531
C -0.51 -2.87 1.57 -0.779
H -1.46 -0.58 -0.26 0.195
H -1.33 1.42 -0.21 0.259
H 1.89 -0.52 1.64 0.267
```

## Properties
* lowest unoccupied orbital energy: 0.487 eV
* M: 97.07 g/mol
* structure (SMILES): N=C=C=C=O.C=O
* HOMO: -8.953 eV
* total energy: -359.3262 Ha

***

17.
# C4H3NO2

The molecule C4H3NO2 at a distorted geometry (ωB97M-V/def2-TZVPD, the Open Molecules 2025 dataset).

```
10
Properties=species:S:1:pos:R:3:mulliken_spin:R:1
O 0.15 1.68 -1.05 0.133
O -1.12 1.93 -1.62 0.058
N -0.38 0.26 -0.93 0.146
C 0.02 -0.67 0.08 0.023
C 0.27 -0.32 1.46 -0.005
C 1.30 -0.80 0.84 0.004
C -1.57 0.59 -1.46 1.625
H -0.37 0.16 2.17 0.003
H -0.51 -1.60 -0.11 0.015
H 2.20 -1.23 0.61 -0.002
```

## Properties
* <S²>: 2.008
* lowest unoccupied orbital energy (spin up / spin down): 0.990 / -2.328 eV
* multiplicity: 3
* M: 97.07 g/mol
* HOMO (spin up / spin down): -5.991 / -9.496 eV
* total energy: -358.9632 Ha

***

18.
# C4H3NO2S

The molecule C4H3NO2S at a distorted geometry (ωB97M-V/def2-TZVPD, the Open Molecules 2025 dataset).

```
11
Properties=species:S:1:pos:R:3:mulliken_charge:R:1
S -0.64 0.42 -0.41 -0.017
O 1.08 -0.17 1.52 -0.488
O 0.73 -2.30 -2.73 -0.525
N 0.47 -0.75 -1.08 -0.143
C 0.13 0.48 1.20 0.547
C 0.16 -1.36 -2.24 0.207
C -0.55 1.41 2.10 -0.529
C -0.88 2.30 2.84 0.079
H -0.70 -0.83 -2.74 0.205
H 1.27 -1.02 -0.52 0.272
H -1.25 3.02 3.60 0.391
```

## Properties
* lowest unoccupied orbital energy: -0.345 eV
* M: 129.14 g/mol
* structure (SMILES): C#CC(=O)SNC=O
* HOMO: -9.548 eV
* total energy: -757.5580 Ha

***

19.
# C4H3NO2S

A structure of composition C4H3NO2S at a distorted geometry (ωB97M-V/def2-TZVPD, the Open Molecules 2025 dataset).

```
11
Properties=species:S:1:pos:R:3:mulliken_charge:R:1
S 0.48 0.99 0.34 -0.058
O 2.78 0.02 0.83 -0.503
O -0.91 -1.67 1.31 -0.320
N -1.44 -1.13 0.16 -0.379
C 1.59 -0.33 0.49 0.195
C -1.22 0.61 -1.35 -0.297
C -0.76 -0.02 -0.22 0.635
C -1.42 1.04 -2.57 -0.304
H 1.39 -1.47 0.08 0.281
H -1.23 -2.49 1.48 0.338
H -1.86 1.43 -3.46 0.411
```

## Properties
* lowest unoccupied orbital energy: -0.644 eV
* M: 129.14 g/mol
* HOMO: -9.360 eV
* total energy: -757.4261 Ha

***

20.
# C4H3NO2S

The molecule C4H3NO2S at a distorted geometry (ωB97M-V/def2-TZVPD, the Open Molecules 2025 dataset).

```
11
Properties=species:S:1:pos:R:3:mulliken_charge:R:1
S 2.45 0.55 0.00 -0.108
O -1.98 1.28 0.00 -0.183
O 0.03 2.32 0.00 -0.581
N -2.46 -0.05 0.00 -0.338
C 1.09 -0.53 0.00 -0.154
C -0.63 1.30 0.00 0.734
C -0.19 -0.11 0.00 0.264
C -1.43 -0.83 0.01 -0.526
H 3.39 -0.43 -0.01 0.137
H 1.31 -1.60 0.00 0.365
H -1.58 -1.91 -0.01 0.388
```

## Properties
* lowest unoccupied orbital energy: -0.731 eV
* M: 129.14 g/mol
* structure (SMILES): O=C1ON=C/C1=C/S
* HOMO: -9.331 eV
* total energy: -757.5882 Ha